Entry 1:
DFT (the ωB97M-V functional and the def2-TZVPD basis) results for C18H21CaCl3GeN8O7SbSe4 as an isolated structure in a non-equilibrium geometry.

The geometry in ORCA input format:
```
! RIJCOSX wB97M-V def2-TZVPD def2/J DEFGRID3
* xyz -2 2
Ca 0.68 0.25 0.54
C 0.87 3.27 -3.72
O -0.47 3.04 -4.16
C -1.47 2.75 -3.27
C -2.73 3.15 -3.67
C -3.88 2.88 -2.91
C -3.73 2.15 -1.75
C -2.47 1.69 -1.33
C -2.50 0.79 -0.19
N -1.57 -0.01 0.15
N -1.90 -0.84 1.25
C -0.94 -1.65 1.63
O 0.25 -1.77 1.09
C -1.26 -2.48 2.84
C -0.25 -3.24 3.41
C -0.50 -4.00 4.55
C -1.76 -4.00 5.12
C -2.78 -3.24 4.55
C -2.53 -2.48 3.42
C -1.27 2.03 -2.04
O -0.10 1.72 -1.62
H 1.35 2.37 -3.36
H 0.89 4.04 -2.95
H 1.40 3.65 -4.60
H -2.79 3.69 -4.61
H -4.85 3.22 -3.24
H -4.60 1.90 -1.15
H -3.43 0.75 0.38
H 0.73 -3.25 2.96
H 0.30 -4.60 4.98
H -1.96 -4.59 6.01
H -3.77 -3.23 5.00
H -3.30 -1.87 2.97
N -0.90 -1.88 -2.11
N 0.23 -1.96 -2.96
C 1.36 -1.30 -2.72
N 2.43 -1.60 -3.47
N 1.36 -0.46 -1.66
N 2.38 0.36 -1.47
O 2.55 0.76 -0.26
O 3.12 0.79 -2.35
H -1.69 -1.69 -2.72
H -0.80 -1.08 -1.48
H 0.40 -2.92 -3.28
H 2.48 -2.58 -3.74
H 3.30 -1.16 -3.20
N 2.26 0.31 2.62
C 1.34 0.59 3.75
C 0.21 1.55 3.32
O -0.43 2.13 4.19
O 0.07 1.66 2.05
H 2.88 -0.46 2.81
H 2.84 1.13 2.45
H 1.83 1.03 4.62
H 0.87 -0.34 4.06
Se 0.47 5.65 -0.52
Sb 3.36 3.66 -0.80
Se 4.89 3.49 0.99
Se 4.06 4.79 -2.76
Se 0.93 3.61 0.22
Cl 2.15 -5.21 1.41
Ge 1.33 -3.73 -0.16
Cl 3.26 -2.50 -0.25
Cl 1.83 -4.71 -2.87
*
```

Computed properties:
* expectation value of S²: 0.76
* gap between HOMO and LUMO (alpha / beta): 4.774 / 4.661 eV
* HOMO energy (alpha / beta): -2.70 / -2.67 eV
* energy above the lowest of the compared OMol25 structures with the same formula, charge and spin: 48.18 kcal/mol
* LUMO (alpha / beta): 2.075 / 1.987 eV

Atom charges from the Mulliken analysis, given in e for atoms 1 to 4:
1. Ca 1.5467
2. C -0.2324
3. O -0.5744
4. C 0.0700

---

Entry 2:
DFT (the ωB97M-V functional and the def2-TZVPD basis) results for a single C18H21Cl2N5O3S molecule in a non-equilibrium geometry.

The geometry in ORCA input format:
```
! RIJCOSX wB97M-V def2-TZVPD def2/J DEFGRID3
* xyz 0 1
C -0.77 -2.90 -2.29
S 0.69 -1.85 -2.48
O 0.49 -0.62 -1.74
O 1.01 -1.49 -3.84
C 2.05 -2.75 -1.63
C 3.46 -2.17 -1.81
C 3.50 -0.97 -0.79
C 4.08 -1.53 0.60
C 3.71 -0.73 1.87
N 2.29 -1.14 2.11
C 1.85 -2.30 2.71
N 0.55 -2.46 2.72
C 0.11 -1.31 2.08
N -1.21 -1.13 1.70
C -1.29 -0.08 0.99
N -2.58 0.21 0.61
C -3.20 1.01 -0.47
C -3.62 2.50 -0.21
C -3.97 2.80 1.09
C -4.05 4.11 1.55
C -3.98 5.20 0.64
Cl -4.04 6.82 1.23
C -3.76 4.88 -0.74
Cl -3.88 6.19 -2.05
C -3.60 3.51 -1.17
N -0.30 0.85 0.55
C 0.95 0.75 0.98
O 1.59 1.75 1.12
C 1.10 -0.43 1.73
H -0.85 -3.68 -3.08
H -0.69 -3.39 -1.37
H -1.62 -2.26 -2.43
H 1.70 -2.72 -0.61
H 2.05 -3.80 -2.03
H 4.22 -2.86 -1.61
H 3.64 -1.91 -2.75
H 2.55 -0.51 -0.59
H 4.17 -0.10 -0.98
H 5.15 -1.68 0.59
H 3.69 -2.63 0.70
H 4.36 -1.00 2.63
H 3.98 0.29 1.73
H 2.63 -2.81 3.31
H -3.20 -0.47 1.09
H -4.14 0.42 -0.78
H -2.44 0.96 -1.25
H -4.00 1.93 1.73
H -4.20 4.45 2.52
H -3.51 3.24 -2.20
H -0.68 1.77 0.35
*
```

Computed properties:
* gap between HOMO and LUMO: 8.429 eV
* HOMO energy: -8.06 eV
* energy above the lowest of the compared OMol25 structures with the same formula, charge and spin: 18.17 kcal/mol
* LUMO: 0.367 eV
* structure (SMILES): CS(=O)(=O)CCCCCn1cnc2nc(NCc3ccc(Cl)c(Cl)c3)[nH]c(=O)c21

Atom charges from the Mulliken analysis, given in e for atoms 1 to 4:
1. C -1.0713
2. S 1.1835
3. O -0.5978
4. O -0.7002

---

Entry 3:
DFT (the ωB97M-V functional and the def2-TZVPD basis) results for C18H21Cl3ORe as an isolated structure in a non-equilibrium geometry.

The geometry in ORCA input format:
```
! RIJCOSX wB97M-V def2-TZVPD def2/J DEFGRID3
* xyz -2 4
C -0.76 0.86 -2.45
C -0.90 -0.54 -2.81
C 0.40 -1.12 -2.86
C -2.14 -1.20 -3.22
C 1.35 -0.12 -2.47
C 0.66 1.11 -2.29
C 1.30 2.45 -2.25
C -1.82 1.88 -2.60
C 0.72 -2.51 -3.25
C 2.82 -0.30 -2.44
Re -0.32 0.01 -0.40
Cl -2.51 -3.20 -0.69
Cl -2.48 -0.18 0.01
Cl 0.30 -2.18 -0.07
H -3.02 -0.58 -3.03
H -2.28 -2.13 -2.62
H -2.10 -1.49 -4.28
H -0.06 -3.20 -2.90
H 1.68 -2.83 -2.84
H 0.78 -2.57 -4.34
H 3.10 -1.22 -1.92
H 3.31 0.54 -1.94
H 3.22 -0.35 -3.47
H 2.25 2.42 -1.71
H 0.66 3.20 -1.78
H 1.52 2.79 -3.27
H -2.78 1.52 -2.22
H -1.94 2.11 -3.67
H -1.56 2.80 -2.08
O -0.24 1.89 0.08
H 0.11 2.19 0.94
C 0.01 -0.09 1.57
C 0.15 -0.04 2.81
C 0.09 -0.03 4.23
C -1.02 0.54 4.91
C -1.02 0.62 6.30
C 0.06 0.09 7.03
C 1.12 -0.54 6.37
C 1.14 -0.61 4.97
H -1.86 0.91 4.33
H -1.87 1.07 6.82
H 0.05 0.16 8.12
H 1.93 -1.00 6.93
H 1.94 -1.12 4.44
*
```

Computed properties:
* expectation value of S²: 3.78
* gap between HOMO and LUMO (alpha / beta): 4.618 / 5.529 eV
* HOMO energy (alpha / beta): 0.17 / -0.74 eV
* energy above the lowest of the compared OMol25 structures with the same formula, charge and spin: 40.17 kcal/mol
* LUMO (alpha / beta): 4.788 / 4.786 eV

Atom charges from the Mulliken analysis, given in e for atoms 1 to 4:
1. C 0.3625
2. C 1.1904
3. C 0.3703
4. C -1.3029

---

Entry 4:
DFT (the ωB97M-V functional and the def2-TZVPD basis) results for a single C18H21ClN2O4 molecule in a non-equilibrium geometry.

The geometry in ORCA input format:
```
! RIJCOSX wB97M-V def2-TZVPD def2/J DEFGRID3
* xyz 0 1
C -3.82 -1.62 -0.64
O -4.68 -1.73 -1.75
C -4.26 -1.48 -3.01
C -5.16 -1.86 -4.00
C -4.89 -1.66 -5.34
Cl -6.04 -2.16 -6.53
C -3.70 -1.08 -5.73
C -2.80 -0.69 -4.76
C -3.05 -0.87 -3.41
O -2.18 -0.46 -2.42
C -0.89 -0.03 -2.79
C -0.12 0.18 -1.53
C 0.15 1.30 -0.79
C 0.90 0.80 0.31
C 1.51 1.71 1.33
O 1.75 2.86 0.99
N 1.76 1.26 2.57
C 1.50 -0.07 3.07
C 2.71 -0.69 3.78
C 4.05 -0.31 3.15
C 4.62 0.99 3.72
C 3.90 2.25 3.26
C 2.38 2.20 3.48
N 1.04 -0.50 0.21
O 0.42 -0.89 -0.92
H -4.39 -2.00 0.20
H -2.92 -2.23 -0.77
H -3.53 -0.58 -0.45
H -6.09 -2.32 -3.68
H -3.48 -0.93 -6.77
H -1.88 -0.23 -5.08
H -0.93 0.92 -3.34
H -0.39 -0.80 -3.40
H -0.11 2.31 -0.98
H 1.23 -0.70 2.22
H 0.65 -0.04 3.76
H 2.58 -1.77 3.76
H 2.72 -0.39 4.83
H 3.93 -0.22 2.07
H 4.76 -1.11 3.34
H 5.67 1.08 3.42
H 4.60 0.93 4.81
H 4.07 2.42 2.20
H 4.30 3.11 3.80
H 2.14 1.91 4.51
H 1.96 3.19 3.28
*
```

Computed properties:
* gap between HOMO and LUMO: 9.010 eV
* HOMO energy: -8.38 eV
* energy above the lowest of the compared OMol25 structures with the same formula, charge and spin: 80.70 kcal/mol
* LUMO: 0.630 eV
* structure (SMILES): COc1cc(Cl)ccc1OCc1cc(C(=O)N2CCCCCC2)no1

Atom charges from the Mulliken analysis, given in e for atoms 1 to 4:
1. C -0.6887
2. O -0.4900
3. C 0.3042
4. C -0.8092